{
  "formula": "C42H43O15",
  "method": "ωB97M-V/def2-TZVPD",
  "elements": ["O", "H", "C", "C", "C", "C", "C", "C", "O", "O", "H", "H", "H", "H", "H", "H", "C", "C", "C", "C", "C", "C", "O", "O", "H", "H", "H", "H", "H", "H", "C", "C", "C", "C", "C", "C", "O", "O", "H", "H", "H", "H", "H", "H", "C", "C", "C", "C", "C", "C", "O", "O", "H", "H", "H", "H", "H", "H", "C", "C", "C", "C", "C", "C", "O", "O", "H", "H", "H", "H", "H", "H", "C", "C", "C", "C", "C", "C", "O", "O", "H", "H", "H", "H", "H", "H", "C", "C", "C", "C", "C", "C", "O", "O", "H", "H", "H", "H", "H", "H"],
  "xyz": [[18.187, -0.940, -26.895], [17.897, -1.690, -26.340], [14.655, -1.901, -26.372], [13.508, -2.226, -25.699], [12.868, -3.420, -26.009], [13.254, -4.161, -27.093], [14.420, -3.867, -27.719], [15.172, -2.712, -27.360], [16.361, -2.446, -28.027], [11.725, -3.693, -25.342], [15.112, -0.968, -26.076], [13.127, -1.545, -24.953], [12.573, -4.948, -27.382], [14.816, -4.306, -28.623], [16.859, -1.776, -27.553], [11.814, -3.663, -24.386], [20.057, -2.834, -29.450], [21.310, -2.883, -29.990], [22.052, -4.040, -30.058], [21.409, -5.297, -29.743], [20.084, -5.279, -29.366], [19.487, -4.054, -29.173], [18.175, -4.116, -28.717], [23.342, -4.031, -30.411], [19.552, -1.888, -29.325], [21.837, -1.940, -29.979], [21.964, -6.221, -29.823], [19.544, -6.213, -29.320], [17.870, -3.314, -28.286], [23.715, -3.149, -30.480], [14.774, 1.538, -29.279], [15.666, 1.136, -28.373], [15.717, 1.800, -27.132], [14.875, 2.884, -26.858], [13.917, 3.266, -27.781], [13.907, 2.586, -28.982], [12.925, 2.878, -29.874], [16.589, 1.295, -26.145], [14.787, 1.242, -30.317], [16.414, 0.364, -28.480], [15.021, 3.448, -25.949], [13.200, 4.071, -27.707], [12.523, 2.208, -30.433], [17.168, 0.560, -26.357], [19.012, 2.161, -24.494], [20.396, 2.326, -24.196], [20.805, 3.379, -23.385], [19.835, 4.286, -22.994], [18.469, 4.176, -23.287], [18.108, 3.036, -24.061], [16.829, 2.917, -24.320], [22.116, 3.588, -23.051], [18.739, 1.257, -25.017], [21.079, 1.577, -24.569], [20.323, 5.093, -22.467], [17.829, 4.955, -22.901], [16.609, 2.284, -25.008], [22.446, 4.348, -22.565], [15.547, -5.367, -24.033], [15.907, -4.027, -23.805], [16.935, -3.358, -24.452], [17.703, -4.090, -25.406], [17.420, -5.427, -25.547], [16.445, -6.072, -24.800], [16.353, -7.432, -24.918], [17.180, -2.030, -24.171], [14.625, -5.717, -23.592], [15.185, -3.414, -23.286], [18.493, -3.545, -25.902], [18.041, -5.846, -26.324], [16.487, -7.703, -25.829], [17.679, -1.656, -24.901], [20.913, -2.669, -22.893], [20.474, -1.663, -23.741], [20.781, -1.694, -25.083], [21.269, -2.847, -25.670], [21.506, -3.933, -24.873], [21.458, -3.768, -23.514], [21.788, -4.848, -22.682], [20.523, -0.671, -25.900], [20.714, -2.533, -21.840], [19.870, -0.889, -23.290], [21.394, -3.056, -26.722], [21.753, -4.908, -25.265], [21.383, -4.860, -21.811], [19.592, -0.825, -26.075], [21.090, 2.770, -27.540], [20.499, 1.686, -28.126], [19.301, 1.836, -28.907], [18.789, 3.078, -29.159], [19.474, 4.221, -28.550], [20.601, 4.036, -27.708], [21.226, 5.022, -27.089], [18.775, 0.694, -29.454], [21.855, 2.615, -26.793], [20.877, 0.703, -27.886], [17.909, 3.081, -29.785], [19.112, 5.215, -28.769], [20.667, 5.788, -26.940], [18.831, 0.065, -28.731]],
  "atomic_forces_ev_per_a": [[-0.85, -0.25, 0.88], [0.47, 0.39, -0.89], [0.73, 0.95, 0.14], [0.01, -0.86, -0.20], [0.24, 2.10, 0.76], [-0.83, -0.90, 0.38], [2.20, 2.01, -1.16], [-0.14, -1.03, -0.31], [-2.30, -0.90, 0.01], [-1.74, -1.15, 0.26], [0.43, 0.11, -0.23], [-0.13, -0.11, 0.15], [0.24, -0.33, -0.19], [-0.29, -0.74, 0.03], [0.64, 1.30, 0.23], [0.33, 0.18, -0.11], [-0.32, -0.77, -0.31], [1.50, 0.90, 1.05], [-1.96, -1.70, 0.59], [1.25, 1.78, -0.84], [1.09, -0.08, -0.53], [-3.25, 0.37, 0.92], [1.05, -1.07, -0.38], [1.55, -0.70, -0.39], [-0.16, -0.18, 0.17], [0.26, 0.28, -0.75], [0.07, -0.03, -0.13], [-0.22, 0.13, 0.51], [-0.18, 0.32, -0.18], [-0.33, 0.17, 0.07], [-0.93, 1.29, -1.59], [1.72, -0.17, 2.63], [0.26, -1.07, 0.04], [0.94, -0.29, 0.54], [0.32, -0.37, -1.08], [-0.68, -1.38, -0.16], [-1.07, 1.83, -0.63], [-1.99, 1.67, -0.58], [-0.06, -0.62, 0.00], [-0.15, -0.18, -0.55], [-0.14, -0.10, 0.21], [0.11, 0.10, 0.54], [0.75, -0.52, 0.43], [0.62, -1.14, -1.09], [3.61, -1.51, -0.15], [-0.44, -0.12, 0.39], [-0.78, 0.18, -0.69], [-0.22, 0.30, 0.20], [2.39, -0.68, -0.09], [-1.07, 2.82, 1.48], [-2.37, 1.28, 1.07], [1.23, -1.49, -0.62], [-0.06, 0.15, -0.18], [0.15, -0.01, 0.01], [-0.77, 0.65, 0.41], [-0.51, -0.31, -0.31], [0.51, -0.88, -0.38], [-1.17, 0.24, -0.05], [1.33, 1.40, 0.31], [-1.12, 0.66, -0.38], [0.74, -0.97, -0.51], [-1.33, 1.45, 2.02], [0.98, 1.03, -0.47], [-0.09, -0.58, -1.05], [-0.70, -0.82, 0.21], [-0.62, -0.76, 0.25], [0.24, -0.53, -0.02], [0.12, 0.15, 0.42], [0.22, -0.43, -0.40], [-0.16, -1.02, 0.13], [0.16, 0.09, -0.08], [0.23, 0.41, 0.29], [-0.51, 0.86, -1.30], [0.16, 0.21, 0.94], [0.57, -0.76, -0.32], [0.09, -0.99, 0.11], [0.75, -0.61, 0.52], [-0.65, -1.59, 3.01], [0.77, -0.63, -1.03], [0.81, 1.41, 0.14], [0.20, -0.52, 0.15], [0.21, 0.55, -0.32], [-0.18, 0.86, -0.32], [0.19, 0.00, -0.09], [-0.26, 0.63, -0.25], [-1.63, 0.85, -1.58], [0.29, -1.01, 0.71], [-1.42, 0.24, -0.52], [2.29, -0.47, 0.68], [1.39, 1.22, 1.18], [-0.24, -1.68, -0.40], [-2.88, -0.37, -2.34], [1.19, 1.71, 1.10], [-0.41, 0.35, -0.07], [0.35, 0.03, -0.15], [-0.07, -0.18, -0.12], [-0.12, 0.69, 0.01], [-0.08, 0.17, 0.12], [-0.18, -0.07, -0.15], [-0.25, -0.79, 0.27]],
  "mulliken_charge": [2.662, -1.318, -0.229, -0.864, 0.498, -0.675, -0.466, 0.601, -0.638, -0.636, 0.389, 0.443, 0.414, 0.469, -0.391, 0.338, -0.504, -0.432, 0.724, -0.644, -0.719, 0.747, -0.484, -0.567, 0.492, 0.197, 0.429, 0.462, 0.157, 0.293, -0.936, 0.293, 0.585, -0.750, -0.743, 0.546, -0.611, -0.506, 0.435, 0.143, 0.541, 0.434, 0.316, -0.173, 0.033, -0.510, 0.321, -0.371, -1.174, 1.108, -0.690, -0.589, -0.094, 0.631, 0.232, 0.430, 0.587, 0.307, -0.800, -0.316, -0.200, 0.602, -0.521, 0.517, -0.624, -0.630, 0.432, 0.331, 0.527, 0.323, 0.325, -0.349, -1.043, 0.111, -0.152, -0.336, -0.581, 0.752, -0.609, -0.059, 0.296, 0.462, 0.436, 0.471, 0.288, -0.679, -0.371, -0.163, 0.434, -0.585, -0.711, 0.719, -0.552, -0.617, 0.351, 0.273, 0.491, 0.348, 0.309, -0.443],
  "spin_multiplicity": 1,
  "total_charge": -1,
  "energy_ha": -2754.83783
}


{
  "formula": "C42H44As2OPPd",
  "method": "ωB97M-V/def2-TZVPD",
  "elements": ["Pd", "C", "C", "C", "C", "C", "C", "P", "C", "C", "C", "C", "C", "C", "C", "C", "C", "C", "C", "C", "C", "C", "C", "C", "H", "H", "H", "H", "H", "H", "H", "H", "H", "H", "H", "H", "H", "H", "H", "H", "C", "As", "C", "C", "C", "C", "C", "C", "C", "As", "C", "C", "H", "H", "H", "H", "H", "H", "H", "H", "H", "H", "H", "H", "H", "H", "H", "H", "C", "C", "C", "C", "C", "C", "C", "O", "C", "C", "C", "H", "H", "H", "H", "H", "H", "H", "H", "H", "H", "H", "H"],
  "xyz": [[-0.788, -0.034, -0.295], [-6.884, -3.414, -1.034], [-6.056, -2.924, -2.036], [-4.913, -2.217, -1.703], [-4.593, -2.002, -0.366], [-5.424, -2.498, 0.644], [-6.569, -3.195, 0.298], [-3.133, -0.958, 0.041], [-2.775, -1.385, 1.777], [-2.681, -2.727, 2.153], [-2.493, -3.059, 3.484], [-2.359, -2.056, 4.439], [-2.398, -0.721, 4.059], [-2.604, -0.378, 2.733], [-3.898, 0.706, 0.157], [-5.235, 0.832, 0.505], [-5.842, 2.083, 0.569], [-5.119, 3.219, 0.266], [-3.764, 3.137, -0.112], [-3.019, 4.284, -0.458], [-1.706, 4.184, -0.863], [-1.082, 2.933, -0.906], [-1.766, 1.795, -0.525], [-3.128, 1.857, -0.158], [-7.776, -3.961, -1.295], [-6.303, -3.085, -3.073], [-4.276, -1.819, -2.482], [-5.201, -2.318, 1.686], [-7.225, -3.554, 1.077], [-2.792, -3.503, 1.406], [-2.460, -4.096, 3.780], [-2.230, -2.322, 5.477], [-2.308, 0.056, 4.803], [-2.694, 0.664, 2.443], [-5.821, -0.046, 0.733], [-6.880, 2.161, 0.855], [-5.585, 4.193, 0.312], [-3.502, 5.249, -0.424], [-1.152, 5.061, -1.163], [-0.060, 2.884, -1.263], [0.657, -2.828, 2.271], [0.680, -1.069, 1.403], [1.369, 0.012, 2.893], [2.207, -1.401, 0.197], [3.494, -1.457, 0.722], [4.577, -1.757, -0.085], [4.382, -2.039, -1.426], [3.105, -1.990, -1.961], [2.014, -1.657, -1.163], [0.236, -1.500, -1.985], [-0.217, -3.355, -2.426], [0.447, -0.736, -3.779], [1.697, -3.113, 2.470], [0.190, -3.592, 1.649], [0.122, -2.767, 3.218], [2.459, -0.047, 2.935], [0.954, -0.387, 3.821], [1.063, 1.056, 2.805], [3.665, -1.272, 1.776], [5.566, -1.789, 0.345], [5.220, -2.298, -2.054], [2.950, -2.213, -3.014], [0.474, -3.727, -3.190], [-1.234, -3.404, -2.824], [-0.154, -3.996, -1.545], [1.290, -1.153, -4.337], [0.549, 0.349, -3.719], [-0.473, -0.965, -4.327], [7.746, 2.951, -1.192], [6.316, 2.665, -0.947], [5.494, 2.081, -1.910], [4.143, 1.866, -1.686], [3.294, 1.384, -2.806], [3.581, 2.179, -0.413], [2.222, 1.861, -0.059], [1.408, 1.164, -0.672], [4.394, 2.826, 0.557], [3.874, 3.277, 1.881], [5.735, 3.040, 0.275], [8.080, 2.596, -2.162], [8.358, 2.503, -0.407], [7.927, 4.026, -1.127], [5.914, 1.828, -2.874], [3.903, 1.137, -3.670], [2.585, 2.160, -3.096], [2.720, 0.507, -2.507], [1.908, 2.293, 0.904], [3.583, 2.434, 2.506], [3.016, 3.938, 1.765], [4.639, 3.834, 2.413], [6.360, 3.516, 1.017]],
  "atomic_forces_ev_per_a": [[-0.98, 1.63, -0.31], [0.10, 0.04, -0.13], [0.02, 0.09, 0.02], [0.04, 0.01, -0.13], [1.00, -0.27, -0.66], [0.26, 0.00, 0.21], [0.00, 0.14, 0.05], [-0.70, 1.72, 1.53], [0.30, -0.08, -0.30], [0.03, 0.04, -0.12], [-0.05, 0.07, 0.01], [0.00, -0.11, -0.11], [0.00, 0.09, 0.04], [-0.03, 0.06, -0.13], [0.03, 0.29, -0.39], [0.39, -0.17, -0.23], [0.12, 0.64, 0.04], [-0.21, -0.36, 0.10], [0.26, -0.33, 0.22], [0.13, -0.06, -0.08], [-0.09, -0.11, 0.16], [0.54, -0.02, -0.36], [0.07, -1.20, -0.12], [-0.94, -0.64, 0.13], [-0.08, -0.07, -0.01], [-0.03, -0.02, -0.10], [0.01, -0.03, -0.10], [-0.01, -0.06, 0.02], [-0.02, -0.04, 0.07], [-0.04, -0.09, 0.04], [0.00, -0.10, 0.03], [0.01, 0.01, 0.10], [0.02, 0.05, 0.06], [0.02, -0.03, 0.08], [-0.07, -0.01, -0.04], [-0.04, 0.01, 0.02], [-0.07, 0.07, -0.02], [-0.07, 0.10, -0.03], [0.03, 0.04, 0.03], [-0.09, -0.09, 0.01], [-0.28, 0.01, 0.08], [1.86, -1.54, -0.34], [-0.46, 0.37, -0.11], [-0.13, 0.01, 0.12], [-0.26, 0.01, 0.19], [0.04, -0.09, -0.09], [0.06, -0.02, 0.04], [-0.42, -0.12, -0.28], [-0.17, 0.12, 0.22], [1.56, -1.01, 0.07], [-0.66, 0.10, 0.34], [-0.70, 0.58, 0.18], [-0.12, 0.23, -0.15], [0.06, 0.15, -0.03], [-0.01, 0.05, -0.10], [-0.15, -0.08, -0.19], [-0.03, -0.06, -0.19], [0.06, -0.07, -0.04], [0.03, -0.03, -0.04], [0.11, 0.01, -0.01], [0.05, -0.01, -0.08], [0.14, 0.04, 0.09], [0.08, 0.32, 0.11], [0.11, 0.02, 0.01], [0.05, 0.16, -0.02], [0.00, -0.17, 0.48], [0.06, -0.13, 0.04], [0.11, 0.01, 0.11], [0.42, 0.08, 0.04], [-0.71, 0.10, 0.46], [-0.33, 0.02, 0.05], [0.32, 0.08, 0.42], [-0.26, -0.37, -0.18], [-0.01, -0.06, -0.54], [0.68, 0.73, 0.76], [-1.11, -0.57, -0.54], [0.55, -0.11, -0.23], [-0.11, 0.12, 0.20], [-0.29, -0.20, -0.22], [0.05, -0.02, -0.02], [0.04, -0.06, -0.07], [-0.02, 0.00, -0.08], [0.01, 0.00, -0.09], [0.04, 0.01, -0.11], [-0.07, 0.03, -0.06], [0.08, 0.13, -0.14], [-0.04, -0.10, -0.02], [-0.06, -0.04, 0.13], [-0.08, 0.05, 0.09], [0.03, 0.00, 0.06], [0.01, 0.07, 0.07]],
  "mulliken_charge": [-0.545, -0.592, -0.757, -0.438, 0.672, -0.474, -0.768, 2.409, 0.472, -0.336, -1.092, -0.535, -0.724, -0.465, 0.148, -0.379, -1.174, -0.720, 0.393, -0.616, -1.178, -0.164, 0.253, 0.268, 0.446, 0.453, 0.472, 0.521, 0.460, 0.577, 0.498, 0.441, 0.518, 0.487, 0.511, 0.473, 0.473, 0.481, 0.481, 0.675, -1.314, 1.527, -1.468, 0.176, -0.975, -0.999, -0.879, -0.645, -0.108, 1.287, -1.184, -1.243, 0.554, 0.370, 0.417, 0.412, 0.585, 0.404, 0.384, 0.510, 0.472, 0.408, 0.444, 0.458, 0.381, 0.454, 0.323, 0.508, -1.456, 0.364, -1.222, 0.366, -0.727, 0.594, -0.306, -0.167, 1.446, -1.692, -0.990, 0.391, 0.370, 0.370, 0.388, 0.503, 0.309, -0.240, 0.311, 0.255, 0.378, 0.420, 0.451],
  "spin_multiplicity": 1,
  "total_charge": 3,
  "energy_ha": -6641.86402
}